No. 1
The following is a quantum chemistry calculation of a 2-piece molecular cluster, C5H8NOS2 overall in a non-equilibrium geometry, from the OMol25 dataset.

```
17
Properties=species:S:1:pos:R:3:forces:R:3
C -2.905864 -0.789862 -0.583167 1.730 1.301 0.364
H -3.587860 1.193055 -1.439756 0.965 -1.332 0.323
H -1.391686 2.078952 -0.783219 0.633 0.402 0.326
H 3.435411 1.149730 1.027278 -0.835 0.268 -0.143
H -3.725324 -1.348532 -0.733301 -2.773 -2.098 -0.698
H 2.209397 -1.884197 0.535479 -0.037 -2.270 2.696
H 3.152469 -0.934951 -0.243905 1.530 0.515 -0.213
C -1.602252 1.058845 -0.533524 0.483 -0.788 0.517
C -0.828154 0.150393 0.246308 -0.459 -0.880 -0.239
O 2.640971 1.554667 1.440285 1.029 -0.450 0.949
C 0.412331 0.338693 0.850875 0.436 1.725 -1.018
N 2.236360 -1.281139 -0.197696 -0.617 2.722 -0.098
C -2.796245 0.530139 -0.984332 -0.554 0.491 0.335
H 0.969009 -0.256520 1.523691 -0.311 -1.132 0.648
S -1.639347 -1.476821 0.302871 0.239 2.546 -0.310
S 1.333903 1.719612 0.558887 -0.930 0.434 -0.870
H 2.086881 -1.802066 -0.986774 -0.529 -1.455 -2.570
```
Forces are in eV/Å.

Summary:
2S+1 ... 1
Net charge ... +1
Molar mass ... 162.259 Da
Energy ... -1121.36793 Ha
LUMO energy ... -5.5 eV

Results of the natural (NBO) charge analysis, in e, for atoms 1 through 2: atom 1 (C): -0.273, atom 2 (H): 0.272

---

No. 2
The following is a quantum chemistry calculation of C2H5NO2 as an isolated structure in a non-equilibrium geometry, from the OMol25 dataset.

```
10
Properties=species:S:1:pos:R:3:forces:R:3
N 1.013950 -0.627997 -0.572921 -0.342 1.010 0.215
O -0.441013 0.133378 1.571876 -0.179 0.065 -0.021
C -1.348671 0.403357 0.785670 0.521 -0.109 0.671
H 1.733293 0.505089 -2.101637 -0.036 -0.311 -0.238
H -0.220314 -0.272879 -0.669903 -1.088 0.197 -0.115
C 1.948987 -0.066707 -1.205131 0.350 -0.500 0.362
H -2.248235 0.900876 1.172005 -0.181 -0.014 -0.230
H 1.083652 -0.848812 0.429052 0.626 -0.591 -0.361
H 2.983903 -0.152471 -0.880549 0.021 0.317 0.106
O -1.321379 0.154110 -0.475746 0.308 -0.064 -0.389
```
Forces are in eV/Å.

Summary:
2S+1 ... 1
Net charge ... 0
Molar mass ... 75.067 Da
Energy ... -284.40919 Ha
LUMO energy ... 0.1 eV

Results of the natural (NBO) charge analysis, in e, for atoms 1 through 2: atom 1 (N): -0.620, atom 2 (O): -0.703

---

No. 3
The following is a quantum chemistry calculation of an isolated ion of composition C5H11N2 and charge +1 in a non-equilibrium geometry, from the OMol25 dataset.

```
18
Properties=species:S:1:pos:R:3:forces:R:3
H 0.509273 1.227077 -1.490420 0.232 -0.608 0.770
H -1.694668 2.057899 -1.673607 -0.834 -0.847 -1.936
H 0.530569 2.106812 0.140734 0.846 -1.633 0.373
H 0.131038 -3.091906 -0.459064 1.575 1.911 0.550
H 1.995010 -2.672614 -0.680263 -1.381 0.543 0.043
C -1.227935 2.157329 -0.755522 -0.548 -1.315 0.094
C 0.910817 -0.917867 0.204514 -0.590 -3.252 0.711
C 1.022977 -2.389178 -0.187667 1.120 -1.885 -0.213
C 0.015756 1.393334 -0.523091 -0.934 -0.154 0.408
H -1.987843 2.121783 -0.033144 -1.118 -0.835 1.468
N -1.311813 -0.533156 0.781485 0.751 -0.198 0.248
H -2.036553 0.204144 0.962306 0.762 -0.242 -1.180
C 1.215441 -1.996527 1.251273 -4.607 -0.333 -1.792
H 1.681090 -0.286311 0.003751 2.070 1.443 -1.013
H 2.069068 -1.953470 1.801993 2.496 0.057 0.992
H -1.078988 3.170571 -0.687485 1.258 2.624 0.085
N -0.279209 -0.207307 0.207170 -1.564 4.391 0.013
H 0.302524 -2.285134 1.778812 0.469 0.331 0.378
```
Forces are in eV/Å.

Summary:
2S+1 ... 1
Net charge ... +1
Molar mass ... 99.157 Da
Energy ... -306.21714 Ha
LUMO energy ... -5.3 eV
Structure (SMILES) ... [H]/N=[N+](\CC)C1CC1

Results of the natural (NBO) charge analysis, in e, for atoms 1 through 2: atom 1 (H): 0.249, atom 2 (H): 0.239